Record 1
Density functional theory data (ωB97M-V/def2-TZVPD) for C22H43Cl3IrNOP as an isolated structure at a distorted geometry.

- charge = -2
- electronic energy (a.u.) = -2820.12231
- energy above the lowest of the compared OMol25 structures with the same formula, charge and spin (kJ/mol) = 128.5
- 2S+1 = 6
- HOMO-LUMO gap (alpha / beta) (eV) = 4.617 / 4.373

```
72
C22H43Cl3IrNOP, DFT ωB97M-V/def2-TZVPD
C 2.166 -2.154 -2.773
C 3.140 -2.380 -1.774
C 3.734 -1.141 -1.440
C 3.511 -3.696 -1.207
C 3.139 -0.122 -2.259
C 2.161 -0.752 -3.091
C 1.377 -0.102 -4.171
C 1.399 -3.218 -3.462
C 4.875 -0.971 -0.510
C 3.564 1.299 -2.325
Ir 1.396 -0.786 -0.939
Cl 1.166 -2.514 0.664
Cl -0.698 -1.569 -1.784
Cl 2.421 0.441 0.891
H 2.672 -4.385 -1.210
H 3.862 -3.608 -0.184
H 4.313 -4.139 -1.802
H 4.727 -1.526 0.411
H 5.029 0.068 -0.246
H 5.784 -1.343 -0.986
H 3.840 1.678 -1.346
H 2.773 1.931 -2.717
H 4.429 1.399 -2.984
H 1.179 0.940 -3.944
H 0.417 -0.590 -4.309
H 1.926 -0.148 -5.113
H 1.005 -3.946 -2.759
H 2.058 -3.742 -4.157
H 0.564 -2.817 -4.021
O -2.751 0.022 -3.876
H -3.042 0.907 -4.151
C -2.617 2.062 -1.008
C -2.895 1.137 0.199
C -3.939 1.815 1.120
C -3.599 -0.109 -0.364
P -1.217 0.716 1.129
N -0.094 0.614 -0.144
C -0.666 2.314 2.187
C -1.480 2.443 3.495
C 0.809 2.305 2.631
C -0.824 3.627 1.393
C -1.418 -0.875 2.283
C -0.151 -1.060 3.147
C -2.596 -0.765 3.288
C -1.765 -2.170 1.499
H -3.560 2.295 -1.548
H -1.929 1.569 -1.726
H -2.174 3.027 -0.737
H -4.887 1.998 0.569
H -4.191 1.191 1.995
H -3.625 2.799 1.486
H -2.951 -0.701 -1.018
H -4.013 -0.730 0.444
H -4.487 0.181 -0.969
H -1.198 1.654 4.214
H -1.239 3.393 4.021
H -2.570 2.427 3.342
H 1.465 2.516 1.772
H 1.021 3.145 3.330
H 1.104 1.382 3.158
H -0.244 3.584 0.448
H -1.869 3.883 1.184
H -0.443 4.490 1.984
H -0.083 -0.270 3.915
H -0.182 -2.021 3.705
H 0.782 -1.002 2.581
H -3.570 -0.715 2.770
H -2.639 -1.673 3.932
H -2.538 0.082 3.977
H -2.808 -2.220 1.163
H -1.216 -2.305 0.586
H -1.643 -3.068 2.143
```

=====

Record 2
Density functional theory data (ωB97M-V/def2-TZVPD) for a 12-piece molecular cluster, H24O12 overall at a distorted geometry.

- electronic energy (a.u.) = -916.99466
- energy above the lowest of the compared OMol25 structures with the same formula, charge and spin (kJ/mol) = 868.2
- 2S+1 = 1
- SMILES = O.O.O.O.O.O.O.O.O.O.O.O
- HOMO-LUMO gap (eV) = 8.708

```
36
H24O12, DFT ωB97M-V/def2-TZVPD
O -0.280 0.591 -0.603
H 0.541 0.804 -0.333
H -0.078 -0.224 -1.128
O 1.147 1.091 1.982
H 2.013 1.244 2.405
H 1.330 1.392 1.088
O 0.032 -2.050 1.728
H 0.770 -1.484 1.994
H 0.370 -2.864 1.603
O -1.408 -0.246 2.791
H -2.374 -0.375 2.824
H -1.034 -0.989 3.141
O -0.851 1.731 0.743
H -1.334 0.832 0.851
H -0.767 2.086 1.622
O 1.686 -2.426 -3.423
H 1.839 -2.142 -2.512
H 0.954 -2.980 -3.438
O -2.558 3.968 -1.327
H -1.675 3.578 -1.426
H -2.891 4.020 -0.376
O 1.807 -0.195 -0.180
H 2.211 -0.650 0.614
H 1.754 -0.914 -0.908
O 4.028 -1.616 1.082
H 4.813 -1.215 1.573
H 3.206 -1.494 1.564
O -4.403 -2.442 -2.291
H -4.531 -1.678 -1.706
H -3.468 -2.423 -2.421
O 3.186 0.696 -1.290
H 3.436 0.198 -0.517
H 3.200 0.207 -2.045
O -3.773 1.749 -0.351
H -3.081 2.365 -0.051
H -3.817 1.855 -1.279
```

=====

Record 3
Density functional theory data (ωB97M-V/def2-TZVPD) for C49H47BCl3MnN4O5SiTe as an isolated structure.

- charge = -2
- electronic energy (a.u.) = -5604.93950
- energy above the lowest of the compared OMol25 structures with the same formula, charge and spin (kJ/mol) = 0.0
- 2S+1 = 5
- HOMO-LUMO gap (alpha / beta) (eV) = 3.543 / 4.781

```
112
C49H47BCl3MnN4O5SiTe, DFT ωB97M-V/def2-TZVPD
Mn -0.138 -0.455 1.003
C 1.002 -7.179 -0.953
O 0.046 -7.547 -1.921
C -1.169 -6.881 -1.848
C -1.619 -6.206 -0.725
C -2.839 -5.528 -0.744
C -3.655 -5.499 -1.897
C -3.187 -6.253 -2.996
C -1.975 -6.918 -2.980
N -4.884 -4.879 -2.066
N -5.320 -3.914 -1.244
C -4.443 -3.074 -0.561
C -4.813 -2.581 0.683
C -3.976 -1.765 1.475
C -2.730 -1.370 1.048
O -1.865 -0.647 1.776
C -2.378 -1.735 -0.271
N -1.186 -1.222 -0.719
C -0.788 -1.515 -1.934
C -1.546 -2.290 -2.821
C -2.746 -2.805 -2.393
C -3.199 -2.565 -1.085
H 1.960 -7.578 -1.287
H 0.769 -7.598 0.032
H 1.078 -6.092 -0.859
H -1.029 -6.185 0.183
H -3.156 -5.016 0.153
H -3.811 -6.276 -3.884
H -1.627 -7.466 -3.849
H -5.775 -2.905 1.066
H -4.295 -1.452 2.464
H 0.171 -1.102 -2.237
H -1.177 -2.479 -3.821
H -3.355 -3.406 -3.055
C -1.979 3.000 -8.192
C -1.246 2.519 -6.966
C -1.907 2.347 -5.757
C -1.238 1.956 -4.601
C -2.047 1.736 -3.340
C 0.152 1.744 -4.657
Te 1.172 1.384 -2.817
N 1.697 -0.499 -0.009
C 1.796 -1.831 0.149
O 1.044 -2.382 0.964
C 2.719 -2.700 -0.664
C 3.056 -3.946 -0.162
C 3.916 -4.777 -0.867
C 4.432 -4.362 -2.087
C 4.081 -3.121 -2.601
C 3.225 -2.292 -1.888
C 2.079 3.308 -2.872
C 1.227 4.380 -2.588
C 1.695 5.684 -2.574
C 3.039 5.929 -2.832
C 3.893 4.867 -3.071
C 3.443 3.541 -3.081
C 4.486 2.457 -3.220
C 0.825 1.850 -5.881
C 2.301 1.570 -6.040
C 0.113 2.244 -7.013
H -3.058 2.905 -8.069
H -1.684 2.434 -9.078
H -1.757 4.052 -8.386
H -2.979 2.519 -5.708
H -3.103 1.930 -3.526
H -1.714 2.379 -2.524
H -1.949 0.709 -2.982
H 2.632 -4.249 0.787
H 4.178 -5.750 -0.467
H 5.103 -5.009 -2.640
H 4.474 -2.796 -3.556
H 2.936 -1.328 -2.292
H 0.186 4.185 -2.360
H 1.017 6.499 -2.347
H 3.427 6.941 -2.811
H 4.953 5.053 -3.219
H 5.249 2.588 -2.445
H 4.986 2.514 -4.190
H 4.058 1.462 -3.108
H 2.658 0.866 -5.292
H 2.881 2.489 -5.929
H 2.502 1.165 -7.033
H 0.644 2.336 -7.957
Cl -0.386 1.490 4.450
Si 0.536 1.195 2.542
Cl 0.652 3.266 1.944
Cl 2.588 0.900 3.182
C 8.411 3.736 1.374
C 8.087 3.190 -0.026
C 8.431 4.256 -1.075
C 8.982 1.976 -0.287
C 6.598 2.832 -0.089
C 5.640 3.849 -0.047
C 4.267 3.592 -0.068
C 3.883 2.278 -0.145
O 2.623 1.760 -0.220
B 2.784 0.358 -0.144
O 4.171 0.046 -0.180
C 4.812 1.255 -0.148
C 6.167 1.496 -0.130
H 9.471 4.008 1.447
H 8.191 2.985 2.138
H 7.810 4.622 1.596
H 9.486 4.538 -0.990
H 7.832 5.160 -0.949
H 8.255 3.874 -2.084
H 10.029 2.292 -0.306
H 8.749 1.510 -1.248
H 8.876 1.221 0.495
H 5.959 4.883 0.019
H 3.531 4.386 -0.032
H 6.853 0.659 -0.152
```

=====

Record 4
Density functional theory data (ωB97M-V/def2-TZVPD) for one molecule with the formula C3H8N2 at a distorted geometry.

- electronic energy (a.u.) = -228.58987
- energy above the lowest of the compared OMol25 structures with the same formula, charge and spin (kJ/mol) = 154.3
- 2S+1 = 1
- SMILES = CC/N=C\N
- HOMO-LUMO gap (eV) = 9.727

```
13
C3H8N2, DFT ωB97M-V/def2-TZVPD
C -1.376 1.688 -0.802
C -0.175 0.803 -0.491
N -0.559 -0.488 0.043
C 0.325 -1.297 0.437
N 1.598 -0.948 0.870
H -2.118 1.713 -0.006
H -0.995 2.670 -1.064
H -1.926 1.234 -1.631
H 0.410 0.713 -1.408
H 0.404 1.286 0.317
H 0.145 -2.365 0.531
H 2.126 -0.171 0.521
H 2.076 -1.574 1.490
```

=====

Record 5
Density functional theory data (ωB97M-V/def2-TZVPD) for C27H40BN6S3Tm as an isolated structure at a distorted geometry.

- charge = +2
- electronic energy (a.u.) = -3685.27698
- 2S+1 = 3
- HOMO-LUMO gap (alpha / beta) (eV) = 5.362 / 5.461

```
78
C27H40BN6S3Tm, DFT ωB97M-V/def2-TZVPD
Tm 0.000 0.000 0.000
C -1.232 -1.373 5.132
C -1.864 -1.789 3.816
C -2.963 -2.652 3.865
C -3.602 -3.048 2.687
N -3.110 -2.594 1.510
N -2.056 -1.784 1.397
B -1.790 -1.409 -0.092
N -0.967 -2.320 -1.022
N -0.902 -3.606 -0.672
C -0.280 -4.548 -1.426
C 0.344 -4.150 -2.611
C 0.332 -2.804 -2.999
C 1.039 -2.419 -4.281
C -0.345 -1.865 -2.180
S -0.329 -0.447 -2.545
C -0.297 -6.018 -0.992
C -1.051 -6.187 0.345
C 1.145 -6.529 -0.807
C -1.017 -6.864 -2.064
N -2.857 -0.516 -0.774
N -3.749 -1.221 -1.468
C -4.811 -0.673 -2.110
C -4.971 0.713 -2.057
C -4.053 1.502 -1.358
C -4.265 3.003 -1.342
C -2.968 0.869 -0.694
S -1.990 1.688 0.007
C -5.803 -1.570 -2.851
C -7.207 -1.413 -2.230
C -5.389 -3.057 -2.742
C -5.846 -1.184 -4.343
C -1.398 -1.325 2.554
S -0.280 -0.366 2.542
C -4.844 -3.948 2.648
C -5.994 -3.166 1.979
C -4.530 -5.201 1.810
C -5.316 -4.402 4.048
H -1.738 -1.835 6.007
H -1.294 -0.270 5.249
H -0.167 -1.686 5.152
H -3.318 -2.988 4.828
H 0.845 -4.879 -3.232
H 1.503 -3.295 -4.781
H 1.842 -1.685 -4.062
H 0.312 -1.967 -4.989
H -0.565 -5.597 1.152
H -1.067 -7.254 0.657
H -2.102 -5.846 0.241
H 1.673 -5.929 -0.035
H 1.722 -6.466 -1.754
H 1.143 -7.593 -0.485
H -2.061 -6.506 -2.204
H -1.053 -7.933 -1.762
H -0.497 -6.807 -3.044
H -5.808 1.180 -2.561
H -5.168 3.303 -1.915
H -3.389 3.512 -1.795
H -4.393 3.352 -0.296
H -7.188 -1.692 -1.154
H -7.940 -2.068 -2.748
H -7.571 -0.368 -2.312
H -5.358 -3.381 -1.679
H -4.383 -3.219 -3.188
H -6.112 -3.708 -3.279
H -6.176 -0.132 -4.479
H -6.558 -1.835 -4.895
H -4.840 -1.297 -4.802
H -5.719 -2.851 0.949
H -6.236 -2.254 2.567
H -6.910 -3.792 1.911
H -4.242 -4.921 0.774
H -5.420 -5.865 1.746
H -3.696 -5.776 2.269
H -5.584 -3.527 4.679
H -4.524 -4.990 4.560
H -6.217 -5.047 3.967
H 2.005 0.000 0.000
```

=====

Record 6
Density functional theory data (ωB97M-V/def2-TZVPD) for an isolated ion of composition C4H11N2O and charge +1.

- charge = +1
- electronic energy (a.u.) = -343.52091
- energy above the lowest of the compared OMol25 structures with the same formula, charge and spin (kJ/mol) = 113.5
- 2S+1 = 1
- SMILES = C[C@H]1[NH2+]CN[C@H]1O
- HOMO-LUMO gap (eV) = 11.173

```
18
C4H11N2O, DFT ωB97M-V/def2-TZVPD
C 2.005 -0.231 -0.048
C 0.650 0.169 0.493
N -0.013 1.196 -0.381
C -1.516 0.805 -0.431
N -1.676 -0.240 0.508
C -0.417 -0.966 0.492
O -0.282 -1.670 -0.694
H 1.902 -0.693 -1.027
H 2.456 -0.962 0.617
H 2.671 0.626 -0.108
H 0.731 0.573 1.505
H 0.391 1.128 -1.321
H 0.131 2.148 -0.038
H -1.700 0.424 -1.438
H -2.156 1.662 -0.229
H -1.950 0.056 1.436
H -0.334 -1.609 1.375
H -0.892 -2.417 -0.712
```

=====

Record 7
Density functional theory data (ωB97M-V/def2-TZVPD) for one molecule with the formula C4H2N2 at a distorted geometry.

- electronic energy (a.u.) = -262.89303
- energy above the lowest of the compared OMol25 structures with the same formula, charge and spin (kJ/mol) = 504.3
- 2S+1 = 1
- HOMO-LUMO gap (eV) = 8.738

```
8
C4H2N2, DFT ωB97M-V/def2-TZVPD
C 1.077 1.047 0.003
C 0.233 -1.112 -0.002
C -1.247 0.878 0.006
C -0.989 -0.542 0.013
N 1.189 -0.140 -0.001
N -2.234 -0.021 -0.014
H 1.439 2.032 -0.018
H 0.531 -2.141 0.013
```

=====

Record 8
Density functional theory data (ωB97M-V/def2-TZVPD) for one molecule with the formula C4H4N2 at a distorted geometry.

- electronic energy (a.u.) = -264.05948
- energy above the lowest of the compared OMol25 structures with the same formula, charge and spin (kJ/mol) = 700.9
- 2S+1 = 1
- HOMO-LUMO gap (alpha / beta) (eV) = 7.422 / 7.779

```
10
C4H4N2, DFT ωB97M-V/def2-TZVPD
C 1.808 -0.596 0.068
C 0.365 -0.791 -0.033
C -0.337 1.614 -0.041
C -1.650 0.873 -0.001
N 2.363 0.481 0.024
N -0.342 0.279 -0.065
H 2.304 -1.534 -0.115
H 0.102 -1.911 -0.138
H -2.174 0.920 1.027
H -2.440 0.667 -0.726
```